No. 1
# C5H10O2

One molecule with the formula C5H10O2 (ωB97M-V with the def2-TZVPD basis set, OMol25).

Element x y z (Å)
C1 -0.25588 -1.37773 -1.17394
C2 0.35405 -0.37879 -0.53420
C3 1.70414 -0.57555 0.10471
O1 1.65992 -0.18314 1.47044
C4 -0.27902 0.98991 -0.41243
C5 -1.50414 1.04106 0.53871
O2 -2.25937 -0.14490 0.58927
H1 -1.22432 -1.23725 -1.64689
H2 0.19119 -2.36715 -1.24091
H3 2.45605 0.01080 -0.44451
H4 2.00156 -1.63113 0.03555
H5 2.29358 0.52669 1.61159
H6 0.45736 1.71315 -0.04135
H7 -0.58150 1.32596 -1.40940
H8 -2.19374 1.81017 0.17926
H9 -1.17302 1.33177 1.54467
H10 -1.64684 -0.85387 0.82944

Its total charge is 0. The spin multiplicity is 1. The HOMO-LUMO gap is 10.3553 eV.

Partial charges, Mulliken, in e: -0.959, 0.438, -0.617, -0.533, -0.469, -0.488, -0.522, 0.305, 0.296, 0.295, 0.321, 0.326, 0.308, 0.360, 0.309, 0.251, 0.378

=====

No. 2
# C5H10O2

A 2-piece molecular cluster, C5H10O2 overall (ωB97M-V with the def2-TZVPD basis set, OMol25).

Element x y z (Å)
C1 1.74180 0.71052 -0.69394
C2 1.34517 -0.46337 0.15470
C3 0.80592 -0.32974 1.42225
O1 -1.05677 -1.00523 1.13363
C4 -1.22929 -0.72305 -0.19248
C5 -1.91717 0.59378 -0.50519
O2 -0.36444 -1.19677 -0.98042
H1 1.55922 0.52221 -1.75414
H2 2.81574 0.90013 -0.56679
H3 1.20935 1.62031 -0.39674
H4 1.78132 -1.41906 -0.11733
H5 0.60567 0.66491 1.81529
H6 0.93775 -1.11748 2.15433
H7 -2.03342 -1.53626 0.27580
H8 -1.19246 1.40214 -0.34680
H9 -2.23283 0.60984 -1.55109
H10 -2.77557 0.76713 0.14892

Its total charge is 0. The spin multiplicity is 1. The HOMO-LUMO gap (alpha / beta) is 8.4932 / 8.4944 eV.

Partial charges, Mulliken, in e: -1.052, 0.223, -0.670, -0.394, 0.657, -0.859, -0.595, 0.293, 0.346, 0.279, 0.255, 0.264, 0.252, 0.237, 0.130, 0.309, 0.327

=====

No. 3
# C5H10O2

A 2-piece molecular cluster, C5H10O2 overall (ωB97M-V with the def2-TZVPD basis set, OMol25).

Element x y z (Å)
C1 2.56589 -0.29760 0.63763
O1 1.38410 0.48858 0.62823
C2 0.22766 -0.19550 0.53964
C3 -0.94397 0.36227 0.18822
C4 -2.22687 -0.42845 0.17686
C5 -0.98751 1.77839 -0.21512
O2 -2.01066 2.35745 -0.52483
H1 2.44331 -1.18310 1.27503
H2 3.35924 0.33408 1.04033
H3 2.82942 -0.61552 -0.37798
H4 0.29344 -1.25859 0.79277
H5 -2.95048 0.06918 -0.47457
H6 -2.06786 -1.44768 -0.19325
H7 -2.67398 -0.49244 1.17617
H8 -0.01134 2.29938 -0.23950
H9 0.61230 -1.08140 -2.43530
H10 0.15731 -0.68905 -1.99433

Its total charge is 0. The spin multiplicity is 1. The HOMO-LUMO gap is 9.6084 eV.

Partial charges, Mulliken, in e: -0.648, -0.301, -0.013, 0.315, -1.248, -0.066, -0.534, 0.330, 0.225, 0.269, 0.345, 0.340, 0.333, 0.298, 0.354, 0.194, -0.191

=====

No. 4
# C5H10O2

One molecule with the formula C5H10O2 (ωB97M-V with the def2-TZVPD basis set, OMol25).

Element x y z (Å)
C1 -2.47384 -0.01784 0.07088
O1 -1.10103 -0.34085 -0.18084
C2 -0.03798 0.81178 0.49508
C3 0.47703 0.06115 1.56727
C4 1.36776 0.34974 0.37945
C5 1.80385 -0.73980 -0.57951
O2 1.81418 -0.30998 -1.92819
H1 -2.76126 0.78896 -0.60596
H2 -2.60414 0.30091 1.11217
H3 -3.08427 -0.89922 -0.13489
H4 -0.50848 1.76685 0.28412
H5 0.62384 0.40819 2.58244
H6 -0.66531 -0.83704 0.67832
H7 2.07988 1.18242 0.40748
H8 2.83372 -1.03288 -0.35066
H9 1.17028 -1.62967 -0.44072
H10 0.90966 -0.03629 -2.13044

Its total charge is 0. The spin multiplicity is 1. The HOMO-LUMO gap is 8.8787 eV.

Partial charges, Mulliken, in e: -0.696, -0.326, -0.145, -1.076, -0.008, -0.507, -0.532, 0.272, 0.342, 0.253, 0.518, 0.207, 0.464, 0.322, 0.341, 0.249, 0.324

=====

We obtain energy relative to the best compared isomer or geometry (same formula, charge and spin) values of 2.091; 5.608; 3.077; 6.027 eV for the records listed above, in that order.